DFT (ωB97M-V with the def2-TZVPD basis set) results for a cluster of 10 separate species, C12H47N3O10 in total in a non-equilibrium geometry.

Results
**HOMO energy**: -0.3339 Ha
**Molar mass**: 393.52 g mol⁻¹
**SMILES**: COC[C@H](C)N.COC[C@H](C)N.COC[C@H](C)N.O.O.O.O.O.O.O
**E_tot**: -38150.24229 eV
**HOMO-LUMO gap**: 9.662 eV

CARTESIAN COORDINATES (ANGSTROEM)
C: -3.012 2.423 -2.289
C: 3.607 1.056 -0.572
N: 4.461 1.493 0.563
H: 5.424 1.176 0.591
H: 4.722 2.158 -1.985
H: -1.634 1.731 1.903
H: -2.140 -0.583 1.028
H: -0.583 -0.209 3.008
H: -1.656 -1.348 -3.855
O: 3.600 0.848 -3.089
N: -2.353 4.359 2.037
C: 3.314 -0.556 -3.211
H: -3.467 3.887 -0.379
C: -2.863 -4.638 -2.025
H: 3.382 -0.030 3.068
C: -1.090 -0.797 -3.085
H: -0.192 -0.549 -0.599
C: -0.975 2.486 1.428
H: 4.239 -1.146 -3.268
H: -1.188 0.283 -3.377
C: -1.830 -1.113 -1.784
H: -3.502 -4.932 -1.161
C: 4.301 1.142 -1.926
H: 5.230 0.534 -1.984
H: 1.784 -3.047 4.574
H: 1.674 1.213 -1.349
H: -1.525 -3.211 2.495
C: -1.756 3.647 0.926
H: -1.331 0.553 -0.884
N: -1.203 -0.417 -0.656
C: 2.208 1.814 -0.580
H: -0.932 -3.140 -1.279
H: -2.927 -3.920 2.704
O: -2.771 -3.240 -2.270
O: 1.976 -2.085 4.442
H: 3.400 0.004 -0.327
O: -0.110 -2.657 1.164
H: -0.462 1.905 0.607
H: -2.806 -0.648 -1.874
H: 4.559 2.489 0.412
H: -2.637 -1.151 2.406
H: 0.815 -2.766 1.406
C: -2.786 3.115 -0.069
O: 2.541 -1.919 1.641
H: -0.042 -1.132 -3.132
O: -2.177 2.583 -1.191
H: -2.570 3.788 2.818
H: -3.197 5.051 1.855
O: -2.359 -3.216 2.985
H: -0.274 -1.789 1.617
H: -0.143 2.807 2.156
H: 2.858 -0.982 -2.300
H: -1.131 4.284 0.394
H: -1.868 -5.061 -1.739
H: -3.377 2.293 0.325
H: 1.647 1.524 0.323
H: -2.479 2.098 -3.187
H: 2.614 -2.208 2.574
H: 3.488 1.150 2.083
O: 0.361 -0.400 2.950
C: -1.936 -2.597 -1.401
H: -3.196 -5.152 -2.876
O: 2.849 0.678 2.644
H: -2.240 -2.709 -0.440
H: 0.684 0.453 2.774
H: 2.360 2.891 -0.849
H: 2.742 -0.742 -4.092
O: -2.338 -0.356 1.946
H: -3.826 1.701 -2.048
H: 1.248 -1.610 3.966
H: -3.574 3.363 -2.424
H: 2.372 -0.919 1.740

Population analysis type Löwdin, resulting atomic charges in e:
1. C -0.115
2. C -0.401
3. N 0.024
4. H 0.094
5. H 0.128
6. H 0.063
7. H -0.005
8. H 0.045
9. H 0.080
10. O -0.173
11. N 0.029
12. C -0.082
13. H 0.111
14. C -0.092
15. H 0.068
16. C -0.046
17. H 0.088
18. C -0.080
19. H 0.088
20. H 0.073
21. C -0.376
22. H 0.095
23. C -0.253
24. H 0.129
25. H 0.074
26. H 0.074
27. H 0.003
28. C -0.447
29. H 0.042
30. N 0.048
31. C -0.014
32. H 0.144
33. H 0.031
34. O -0.158
35. O -0.094
36. H 0.118
37. O -0.079
38. H 0.065
39. H 0.134
40. H 0.084
41. H 0.022
42. H 0.007
43. C -0.218
44. O -0.115
45. H 0.074
46. O -0.213
47. H 0.046
48. H 0.132
49. O -0.049
50. H 0.017
51. H 0.115
52. H 0.085
53. H 0.116
54. H 0.096
55. H 0.132
56. H 0.049
57. H 0.084
58. H 0.014
59. H -0.001
60. O -0.046
61. C -0.249
62. H 0.063
63. O -0.086
64. H 0.072
65. H 0.005
66. H 0.104
67. H 0.078
68. O -0.085
69. H 0.098
70. H 0.013
71. H 0.090
72. H 0.034

***

DFT (ωB97M-V with the def2-TZVPD basis set) results for the ion C10H12ClN3S with charge +2 in a non-equilibrium geometry.

Results
**HOMO energy (alpha / beta)**: -0.5769 / -0.5695 Ha
**Molar mass**: 241.75 g mol⁻¹
**Charge**: +2
**SMILES**: Cc1ccc(S/N=C/[NH+]=C\[NH+]=C/Cl)cc1
**E_tot**: -38372.25168 eV
**HOMO-LUMO gap (alpha / beta)**: 6.640 / 5.457 eV

CARTESIAN COORDINATES (ANGSTROEM)
H: -4.867 -0.192 1.400
C: 2.950 1.059 -1.221
C: -4.505 -0.457 0.371
H: -4.487 -1.640 0.457
S: 0.835 2.146 -0.276
H: -2.225 -1.788 0.094
Cl: 3.685 0.296 1.795
C: -2.962 1.395 0.397
C: 2.695 -0.973 1.329
H: 0.190 -0.796 -0.051
C: -0.579 1.230 0.170
C: -3.115 -0.003 0.345
H: 4.511 0.014 -1.963
C: -0.755 -0.149 0.036
C: -1.713 1.986 0.481
H: 1.970 -1.301 2.023
C: -2.004 -0.784 0.122
N: 1.897 0.959 -0.473
N: 2.738 -1.653 0.174
H: 3.762 -2.195 -1.452
C: 3.450 -1.331 -0.955
H: -1.603 3.102 0.455
H: -3.866 2.007 0.382
N: 3.644 -0.092 -1.463
H: 2.137 -2.554 0.110
H: -5.148 -0.166 -0.425
H: 3.363 1.880 -1.862

Population analysis type natural (NBO), resulting atomic charges in e:
1. H 0.269
2. C 0.284
3. C -0.668
4. H 0.233
5. S 0.922
6. H 0.242
7. Cl 0.216
8. C -0.175
9. C 0.117
10. H 0.209
11. C -0.243
12. C 0.137
13. H 0.458
14. C -0.156
15. C -0.159
16. H 0.244
17. C -0.191
18. N -0.722
19. N -0.494
20. H 0.239
21. C 0.242
22. H 0.250
23. H 0.255
24. N -0.508
25. H 0.482
26. H 0.276
27. H 0.239

***

DFT (ωB97M-V with the def2-TZVPD basis set) results for a cluster of 3 separate species, C20H20F16N2O5 in total in a non-equilibrium geometry.

Results
**HOMO energy**: -0.3268 Ha
**Molar mass**: 672.36 g mol⁻¹
**SMILES**: O=C([O-])[N@H+]1CCOC[C@@H]1c1ccccn1.FC(F)C(F)(F)COC(F)(F)C(F)F.FC(F)C(F)(F)COC(F)(F)C(F)F
**E_tot**: -77750.70990 eV
**HOMO-LUMO gap**: 8.159 eV

CARTESIAN COORDINATES (ANGSTROEM)
C: 5.046 -2.156 2.309
C: -0.813 2.104 -0.225
H: -7.910 -3.779 -0.903
C: 2.485 1.948 1.626
H: -1.574 -0.188 -0.067
C: 0.780 1.581 -0.225
H: 4.181 -2.125 1.640
C: -8.563 -1.077 -1.611
C: 1.415 -0.336 1.223
H: 3.044 4.162 1.729
H: 1.163 3.034 -1.938
H: 9.497 -0.719 2.889
C: 8.126 -0.207 1.284
H: 0.487 1.423 1.848
F: 4.687 -2.817 3.442
H: -5.828 0.276 -4.221
H: -4.319 0.503 0.031
F: 7.286 -3.032 2.472
F: -8.062 -4.650 -2.680
O: 6.703 -2.125 0.479
C: 8.514 -0.264 2.756
C: -7.811 -3.523 -1.959
H: 8.325 -1.409 -0.456
C: 1.792 2.592 -1.025
H: 3.502 1.522 1.233
F: 9.086 0.512 0.623
C: 2.205 3.525 1.199
C: -2.391 3.882 -0.269
F: -6.100 -1.124 -1.201
O: -7.792 -0.085 -2.294
F: 7.621 -0.952 3.503
H: -9.556 -0.622 -1.507
C: 6.244 -2.832 1.630
H: 0.749 0.572 -0.862
H: 1.120 3.866 1.549
O: 0.331 -1.095 1.932
H: -8.222 -1.222 -0.579
F: -10.044 -2.830 -2.073
H: -2.632 5.051 -0.347
F: -8.747 -2.178 -3.693
F: -6.173 -1.675 -4.061
H: 2.651 1.952 -1.515
H: -4.758 3.406 -0.045
H: 8.739 -2.298 0.973
C: -1.904 0.940 -0.109
F: 5.332 -0.882 2.680
F: 8.566 0.988 3.290
N: 1.258 1.169 1.161
C: -3.678 2.939 -0.112
F: -4.352 -0.731 -3.331
F: 5.882 -4.067 1.187
C: -8.771 -2.407 -2.350
H: 2.477 1.927 2.812
F: 6.964 0.481 1.102
N: -0.933 3.582 -0.336
C: -3.487 1.322 -0.048
F: -6.519 -3.205 -2.200
O: 2.258 3.754 -0.253
O: 2.402 -1.055 0.680
C: -6.377 -0.219 -2.170
C: 8.016 -1.570 0.584
C: -5.687 -0.537 -3.503
F: -5.931 0.977 -1.698

Population analysis type natural (NBO), resulting atomic charges in e:
1. C 0.480
2. C 0.156
3. H 0.146
4. C -0.269
5. H 0.282
6. C -0.119
7. H 0.202
8. C -0.144
9. C 0.807
10. H 0.227
11. H 0.235
12. H 0.144
13. C 0.594
14. H 0.477
15. F -0.322
16. H 0.161
17. H 0.261
18. F -0.324
19. F -0.322
20. O -0.503
21. C 0.517
22. C 0.516
23. H 0.229
24. C -0.099
25. H 0.278
26. F -0.328
27. C -0.099
28. C 0.017
29. F -0.320
30. O -0.503
31. F -0.317
32. H 0.233
33. C 0.846
34. H 0.277
35. H 0.199
36. O -0.739
37. H 0.211
38. F -0.324
39. H 0.219
40. F -0.311
41. F -0.313
42. H 0.212
43. H 0.250
44. H 0.211
45. C -0.267
46. F -0.328
47. F -0.327
48. N -0.486
49. C -0.275
50. F -0.319
51. F -0.317
52. C 0.594
53. H 0.246
54. F -0.315
55. N -0.437
56. C -0.153
57. F -0.320
58. O -0.534
59. O -0.670
60. C 0.847
61. C -0.143
62. C 0.499
63. F -0.323

***

DFT (ωB97M-V with the def2-TZVPD basis set) results for a structure of composition C2H8BrN4O2Y in a non-equilibrium geometry.

Results
**HOMO energy**: -0.5249 Ha
**Molar mass**: 288.92 g mol⁻¹
**Charge**: +2
**E_tot**: -83325.96383 eV
**HOMO-LUMO gap**: 2.121 eV

CARTESIAN COORDINATES (ANGSTROEM)
H: -1.021 1.854 -0.477
H: 1.625 -2.050 -0.819
H: -3.785 3.996 -1.002
O: 3.520 -3.436 -1.212
H: 3.979 -2.508 1.796
H: 2.043 -1.399 0.748
N: 2.245 -1.990 -0.036
H: -1.720 2.982 -1.576
N: -3.597 3.696 -0.060
Y: -3.436 -2.333 0.222
N: -1.606 2.653 -0.632
H: 5.031 -3.441 0.755
H: -4.355 3.868 0.577
Br: -1.168 -1.084 -0.651
N: 4.167 -2.958 0.921
O: -2.641 2.188 1.343
C: -2.627 2.803 0.272
C: 3.346 -2.840 -0.169

Population analysis type natural (NBO), resulting atomic charges in e:
1. H 0.384
2. H 0.383
3. H 0.400
4. O -0.612
5. H 0.395
6. H 0.388
7. N -0.873
8. H 0.400
9. N -0.822
10. Y 2.319
11. N -0.818
12. H 0.426
13. H 0.418
14. Br -0.403
15. N -0.836
16. O -0.687
17. C 0.765
18. C 0.771